1.
Formula: C69H163N9O17
Source: OMol25
Level of theory: ωB97M-V/def2-TZVPD

Cartesian coordinates (Å):
C -7.55651 0.16481 2.32317
C -7.34993 0.78915 0.98232
O -6.35046 0.08618 0.23155
O -8.14187 -1.14477 2.37394
H -8.19042 0.74990 2.98711
H -6.57599 0.15505 2.81798
H -7.06350 1.83940 1.16851
H -8.28124 0.75142 0.39802
H -6.56360 0.25036 -0.73250
H -7.39061 -1.72993 2.23764
C -4.54872 -1.83447 -2.58446
C -6.02408 -1.73553 -2.96604
O -6.58426 -0.49174 -2.53599
O -3.88221 -0.79215 -3.28183
H -4.23425 -2.84820 -2.90911
H -4.35162 -1.73461 -1.51113
H -6.69179 -2.46473 -2.51985
H -6.02193 -1.90622 -4.03432
H -6.17066 0.25304 -3.09711
H -2.91285 -0.95507 -3.24611
C -5.03453 4.73873 1.23727
C -5.96504 5.63771 0.42881
O -6.55061 6.54474 1.32925
O -4.04467 5.64544 1.71741
H -4.42755 4.00812 0.68663
H -5.52426 4.22910 2.11603
H -6.63915 5.00485 -0.09852
H -5.34012 6.09225 -0.31110
H -7.20171 7.16981 0.97737
H -4.46151 6.41403 2.17528
C -0.54132 5.19264 -0.69364
C -0.50182 5.50861 0.82208
O -1.25928 6.58565 1.14684
O -0.14263 3.84850 -0.95664
H 0.16041 5.86948 -1.21213
H -1.57395 5.31994 -1.11105
H 0.57408 5.79328 1.06055
H -0.72832 4.64623 1.43438
H -2.13549 6.27860 1.35879
H 0.75795 3.76808 -0.53354
C 3.80909 4.06324 -0.13760
C 3.29120 2.93556 0.78960
C 4.21499 2.74323 2.01286
O 3.94517 1.42342 2.50950
C 4.39734 1.15431 3.84986
N 1.85132 3.00216 1.10887
H 3.69155 5.07380 0.27911
H 3.19443 4.07832 -1.04167
H 4.84965 3.95304 -0.38453
H 3.40805 1.91411 0.25921
H 3.96293 3.56350 2.72575
H 5.28078 2.73334 1.66544
H 3.79527 1.60885 4.62356
H 5.32931 1.66456 4.04155
H 4.43289 0.10346 3.99272
H 1.68711 3.68500 1.83902
H 1.52236 2.14094 1.46734
C -4.59967 4.42721 -2.48980
C -5.64930 3.47399 -2.96963
C -5.01697 2.51585 -3.98694
O -5.95607 1.55250 -4.33197
C -6.00857 1.06614 -5.67657
N -6.32036 2.90741 -1.76690
H -4.13471 4.86829 -3.36380
H -3.81242 3.92299 -1.91207
H -5.12844 5.20165 -1.93129
H -6.37589 4.03528 -3.49435
H -4.14124 2.00718 -3.48284
H -4.69394 3.05964 -4.93628
H -4.97538 0.82795 -5.95527
H -6.45581 1.76952 -6.40441
H -6.55107 0.11825 -5.58660
H -5.60039 2.47511 -1.19360
H -6.80618 2.06073 -2.06126
C -5.81383 -4.43438 0.42944
C -5.20645 -3.93741 1.70500
C -3.66916 -3.81459 1.48717
O -3.04309 -3.08186 2.53736
C -1.62653 -3.23895 2.34790
N -5.75162 -2.65295 2.10522
H -6.53638 -3.74360 0.05858
H -6.39318 -5.34464 0.61317
H -5.16865 -4.60457 -0.43401
H -5.39610 -4.62813 2.51420
H -3.56113 -3.24517 0.52712
H -3.26438 -4.86405 1.34517
H -1.30462 -3.27200 1.30047
H -1.41219 -4.13130 2.92061
H -1.08415 -2.51457 2.89556
H -5.31294 -2.29551 2.97628
H -5.60605 -1.91057 1.41105
C -2.58706 -0.11414 0.54293
C -1.75370 1.06073 -0.04179
C -0.70702 0.49953 -1.02126
O -0.03486 -0.57449 -0.45147
C 1.10509 -0.28894 0.30510
N -2.61070 2.02520 -0.76204
H -3.54041 0.17812 0.72385
H -2.22285 -0.57365 1.42259
H -2.64326 -0.92747 -0.15398
H -1.29701 1.61504 0.74729
H 0.10063 1.18301 -1.31831
H -1.13544 0.11757 -1.94158
H 1.63337 -1.22427 0.42854
H 0.94949 0.13961 1.30235
H 1.77110 0.37443 -0.35240
H -2.03350 2.81192 -1.03779
H -2.96732 1.66330 -1.63574
C 7.34461 -1.83968 1.06985
C 6.95352 -0.43961 0.55495
C 7.90549 0.08114 -0.54057
C 7.76223 -0.66431 -1.88522
C 6.34037 -0.68149 -2.48498
C 5.32444 -1.04229 -1.34088
N 5.62384 -0.30683 -0.04414
O 4.66080 -0.87731 0.86357
C 4.02837 -0.55892 -1.80456
C 5.26202 -2.53001 -1.18403
C 7.01078 0.47010 1.76722
H 7.82864 -2.43450 0.35637
H 6.58159 -2.42759 1.45423
H 8.06454 -1.72190 1.88191
H 7.74117 1.14047 -0.72498
H 8.94475 0.05388 -0.21593
H 8.06832 -1.66922 -1.63525
H 8.38123 -0.27294 -2.70789
H 6.21893 -1.40468 -3.28416
H 5.96686 0.29311 -2.85328
H 4.07887 0.53903 -1.89770
H 3.76377 -0.94860 -2.75492
H 3.17826 -1.01319 -1.21092
H 4.89216 -2.95937 -2.13363
H 6.20880 -2.99394 -0.88121
H 4.44846 -2.77456 -0.46870
H 6.69570 1.48674 1.49188
H 8.07309 0.52522 2.09205
H 6.43798 0.14127 2.60698
H 4.02684 -0.24148 1.28523
C 6.39317 -2.12753 4.84269
C 4.93856 -2.62643 5.10760
C 4.49997 -1.92365 6.38527
C 2.97260 -1.92617 6.55907
C 2.29770 -1.58865 5.23226
C 2.64854 -2.49319 4.06309
N 4.12450 -2.32887 3.95744
O 4.67373 -3.19505 2.92486
C 2.17772 -3.91738 4.30066
C 2.00635 -1.98469 2.80144
C 5.13903 -4.12639 5.52324
H 7.00913 -2.21237 5.76558
H 6.32034 -1.03130 4.65046
H 6.88610 -2.56624 3.97164
H 5.08749 -2.39447 7.21127
H 4.90518 -0.86068 6.31833
H 2.62197 -1.21808 7.34283
H 2.55266 -2.85683 6.91095
H 2.61824 -0.57191 4.91970
H 1.25944 -1.60798 5.36364
H 2.75200 -4.67688 3.77026
H 2.22716 -4.23726 5.31692
H 1.11587 -4.03790 3.90066
H 2.44999 -1.09029 2.38160
H 1.97847 -2.76768 2.00055
H 0.95546 -1.67837 2.96696
H 4.49423 -4.59912 6.26525
H 6.20893 -4.29143 5.90251
H 5.17205 -4.75482 4.64061
H 4.71383 -2.50771 2.26234
C -0.55214 -4.72555 -5.49093
C 0.39157 -5.49356 -4.52052
C 1.88503 -5.12672 -4.69983
C 2.34088 -3.81823 -4.02901
C 1.90976 -3.77150 -2.56553
C 0.33591 -4.10139 -2.37323
N 0.09319 -5.39314 -3.08920
O -1.27960 -5.82890 -2.89448
C 0.10365 -4.28865 -0.86030
C -0.56159 -2.87402 -2.74505
C 0.26339 -6.99476 -4.83780
H -0.62268 -3.65418 -5.25434
H -1.53927 -5.12367 -5.50830
H -0.20956 -4.83594 -6.49429
H 2.30479 -6.02053 -4.16541
H 2.14355 -5.17688 -5.78967
H 1.92755 -2.91327 -4.62213
H 3.42385 -3.67540 -4.08275
H 2.07776 -2.75559 -2.12049
H 2.48940 -4.46483 -1.95584
H 0.48316 -3.35640 -0.38394
H -0.89710 -4.46704 -0.57425
H 0.73226 -5.02340 -0.38222
H -0.35251 -2.25806 -3.62118
H -1.53196 -3.29886 -2.97743
H -0.62721 -2.23900 -1.82129
H 0.92899 -7.19773 -5.64124
H -0.72956 -7.27980 -5.19330
H 0.65401 -7.49247 -3.98409
H -1.19664 -6.56826 -2.27996
C 2.45222 2.96774 -7.40344
C 1.75578 2.29973 -6.25597
C 1.80757 3.16527 -5.01739
C 0.89723 2.76985 -3.97615
C -0.53539 2.56165 -4.47249
C -0.65659 1.55744 -5.65729
N 0.38289 2.06853 -6.66661
O 0.35665 1.25651 -7.76786
C -0.65838 0.09717 -5.26173
C -1.99319 1.77577 -6.41777
C 2.60640 0.99135 -5.91692
H 2.05795 3.92636 -7.57278
H 2.43175 2.33402 -8.27695
H 3.54007 3.00992 -7.14978
H 2.81732 3.20787 -4.61063
H 1.59173 4.17106 -5.38932
H 0.88249 3.63048 -3.24434
H 1.39784 1.91763 -3.51374
H -0.93840 3.46889 -4.96104
H -1.14114 2.17675 -3.61639
H 0.05475 -0.08205 -4.46725
H -1.66068 -0.13792 -4.81550
H -0.43610 -0.52906 -6.11263
H -2.21591 0.91885 -7.05770
H -2.78824 1.72391 -5.68902
H -2.03398 2.69566 -7.02988
H 2.14637 0.26783 -5.28547
H 3.57576 1.32663 -5.44110
H 2.91411 0.46309 -6.82332
H 0.95498 0.48403 -7.58661
C -0.47624 2.66085 3.46295
C -1.70716 2.38733 4.42506
C -2.38839 1.01203 4.17963
C -1.42007 -0.07338 4.57192
C -1.16748 -0.03408 6.10244
C -0.51725 1.29648 6.52257
N -1.39009 2.36205 5.89747
O -0.76869 3.62598 6.16825
C -0.65741 1.54837 8.05513
C 0.92080 1.48400 6.04540
C -2.67376 3.55610 4.11315
H -0.03053 1.71558 3.20801
H -0.84128 3.16005 2.52730
H 0.24024 3.28930 3.95477
H -3.31425 1.06985 4.75767
H -2.57442 0.98669 3.08301
H -1.77870 -1.09694 4.23046
H -0.50961 0.01789 3.99095
H -0.53332 -0.85693 6.40921
H -2.11076 -0.22856 6.68415
H -1.71780 1.38141 8.23680
H -0.32227 2.55013 8.42913
H 0.03213 0.83037 8.61182
H 1.33550 2.50120 6.18587
H 1.09260 1.24549 4.98854
H 1.64414 0.94148 6.70333
H -3.04496 3.44226 3.14593
H -3.51073 3.42373 4.78844
H -2.20029 4.55642 4.16979
H -1.42860 4.16898 6.60538

Cartesian forces (eV/Å) of the 3 atoms listed first:
-0.131 -0.849 1.225
-0.483 -0.044 -0.635
-0.433 0.675 -0.859

The total charge is 0. For the energy relative to the best compared isomer or geometry (same formula, charge and spin), the calculation gives 0.000 eV. The value obtained for the highest occupied orbital energy is -8.6 eV. Its electronic energy is -4498.24890 a.u. Its LUMO energy is 0.412 eV. For the orbital gap, the calculation gives 9.054 eV.

=====

2.
Formula: C13Cl52
Source: OMol25
Level of theory: ωB97M-V/def2-TZVPD

Cartesian coordinates (Å):
C 3.08562 0.24775 4.84549
Cl 4.78116 0.80126 5.04730
Cl 2.46338 -0.28991 6.40121
Cl 2.08314 1.54358 4.12084
Cl 3.12168 -1.23397 3.85816
C 3.79780 4.29667 -1.07427
Cl 3.80499 3.49313 0.52972
Cl 3.71309 3.02692 -2.27452
Cl 2.37949 5.28697 -1.22179
Cl 5.23859 5.21925 -1.22852
C -4.69651 0.44634 2.53280
Cl -4.87568 -0.18943 4.19331
Cl -3.26222 -0.29151 1.81986
Cl -6.17011 0.10180 1.49749
Cl -4.47016 2.21771 2.46415
C 3.40002 -1.21251 -4.02706
Cl 3.08984 -2.18174 -2.60063
Cl 3.03990 -2.24282 -5.42157
Cl 2.40656 0.29485 -3.97203
Cl 5.16772 -0.80567 -4.23942
C -1.87917 5.29788 2.12704
Cl -0.83479 3.97812 2.45916
Cl -3.17523 5.28343 3.37793
Cl -0.88686 6.80449 2.15756
Cl -2.68675 5.11184 0.52475
C 3.15578 -4.47627 0.32242
Cl 4.13539 -3.01548 0.31689
Cl 1.37849 -4.10627 0.38131
Cl 3.50899 -5.42744 -1.06019
Cl 3.44185 -5.39538 1.79369
C -1.14857 -2.16897 5.04820
Cl 0.17368 -3.25441 4.69102
Cl -2.58787 -2.81497 4.24869
Cl -1.43163 -2.21842 6.80155
Cl -0.84628 -0.54735 4.52647
C -1.75885 4.70081 -4.47361
Cl -1.79044 5.46468 -2.89633
Cl -0.56955 3.37588 -4.21571
Cl -3.33030 4.08066 -4.97102
Cl -1.09673 5.82826 -5.64092
C 7.34139 1.42827 0.17537
Cl 6.11050 1.22006 1.44474
Cl 7.58320 3.15447 -0.24335
Cl 8.81317 0.84698 0.90678
Cl 6.76126 0.47944 -1.14215
C -3.87211 0.85483 -2.39755
Cl -2.57039 0.26730 -3.51527
Cl -3.12215 1.96183 -1.22097
Cl -5.00386 1.86736 -3.38497
Cl -4.77511 -0.47532 -1.59781
C -4.08360 -4.60290 -4.01026
Cl -5.03661 -6.03852 -3.47566
Cl -2.67225 -4.38244 -2.99372
Cl -3.53487 -4.66268 -5.70652
Cl -5.16709 -3.20945 -3.91475
C 0.89341 0.26371 -0.11259
Cl 2.62386 0.09064 -0.04922
Cl 0.19023 -0.94866 -1.23229
Cl 0.13358 0.01912 1.43745
Cl 0.40545 1.97256 -0.77697
C -4.21483 -5.05359 1.01373
Cl -4.32202 -5.44117 2.67663
Cl -3.64756 -6.51392 0.06068
Cl -5.68798 -4.39904 0.42648
Cl -3.01491 -3.72837 0.86267

Cartesian forces (eV/Å) of the 3 atoms listed first:
0.458 -0.443 -0.034
-0.625 0.112 -0.136
-0.232 0.530 0.264

The total charge is 0. For the energy relative to the best compared isomer or geometry (same formula, charge and spin), the calculation gives 0.634 eV. The value obtained for the highest occupied orbital energy is -11.0 eV. Its electronic energy is -24425.16434 a.u. Its LUMO energy is -0.138 eV. For the orbital gap, the calculation gives 10.812 eV.

=====

3.
Formula: C4H11N2
Source: OMol25
Level of theory: ωB97M-V/def2-TZVPD

Cartesian coordinates (Å):
C 1.16452 -1.33600 -0.11834
C 0.74074 -0.18043 -1.07921
C -0.57749 0.55572 -0.85577
C -1.31980 2.14488 0.81460
N -0.67323 1.09889 0.50312
N 0.15040 -1.39049 1.05612
H 2.11322 -1.01910 0.20813
H 1.27062 -2.35645 -0.61582
H 1.52366 0.61926 -1.12054
H 0.76710 -0.66105 -2.04281
H -0.61732 1.33528 -1.60330
H -1.37703 -0.24064 -1.11303
H -1.79449 2.73723 0.01078
H -1.19876 2.65403 1.77429
H -0.55703 -2.12365 1.21450
H 0.73193 -1.36459 1.92540
H -0.34708 -0.47289 1.04189

Cartesian forces (eV/Å) of the 3 atoms listed first:
-2.018 -0.918 -1.160
1.568 0.484 -0.405
-0.100 -3.650 -0.756

As for the expectation value of S²: 0.7589. As for the spin multiplicity: 2. The total charge is +2. For the energy relative to the best compared isomer or geometry (same formula, charge and spin), the calculation gives 3.136 eV. The value obtained for the highest occupied orbital energy (alpha / beta) is -21.0 / -21.0 eV. Its electronic energy is -267.70980 a.u. Its LUMO energy (alpha / beta) is -9.705 / -13.902 eV. For the orbital gap (alpha / beta), the calculation gives 11.284 / 7.071 eV.